C37H40BrCl3GeIN7NaOS3 as an isolated structure, computed with ωB97M-V with the def2-TZVPD basis set.

The geometry in ORCA input format:
```
! RIJCOSX wB97M-V def2-TZVPD def2/J DEFGRID3
* xyz 0 2
Na 0.2586 -0.5688 0.2707
C 3.0112 0.0882 3.9737
C 4.2620 -0.1472 3.4304
C 4.4013 -0.1745 2.0528
C 3.2816 0.0286 1.2517
N 2.0690 0.2236 1.7792
C 1.9473 0.2664 3.1036
C 3.3866 0.0555 -0.2433
C 4.6165 0.1673 -0.8861
C 4.6558 0.2173 -2.2683
C 3.4679 0.1786 -2.9770
C 2.2905 0.0885 -2.2555
N 2.2429 0.0083 -0.9309
H 2.8555 0.1475 5.0425
H 5.1245 -0.2942 4.0686
H 5.3714 -0.3524 1.6125
H 0.9497 0.4652 3.4852
H 5.5316 0.2549 -0.3187
H 5.6043 0.3150 -2.7815
H 3.4441 0.2381 -4.0572
H 1.3301 0.0801 -2.7652
S -1.3717 1.0272 1.9263
C -3.0397 0.9797 1.9617
C -3.6995 1.6992 3.0260
N -4.2121 2.2760 3.8797
C -3.8745 0.3241 1.0144
S -3.3241 -0.6017 -0.2680
C -5.3008 0.4847 1.1627
N -6.4436 0.6068 1.2301
C -0.7822 4.1948 -3.3220
C -0.1369 2.8918 -2.8019
N -1.1492 2.0107 -2.2260
C -2.1910 1.7577 -3.2118
C -2.9816 3.0602 -3.4939
N -2.2173 4.1886 -2.8562
C -2.2580 4.0434 -1.3528
C -1.7473 2.6260 -1.0375
H -0.8097 4.2680 -4.4086
H -0.3087 5.0791 -2.8979
H 0.6085 3.1305 -2.0486
H 0.3790 2.3779 -3.6138
H -2.8693 0.9906 -2.8377
H -1.7243 1.3887 -4.1262
H -3.9662 3.0567 -3.0282
H -3.0878 3.2868 -4.5538
H -2.6483 5.0717 -3.1106
H -3.2852 4.2174 -1.0353
H -1.6029 4.8135 -0.9512
H -2.5539 1.9765 -0.6990
H -1.0062 2.6783 -0.2445
C 1.7980 -6.1066 1.6527
C 2.8162 -4.9646 1.6504
C 2.1912 -3.6936 1.2834
N 1.6535 -2.7228 0.9864
H 2.2971 -7.0455 1.8907
H 1.3186 -6.2061 0.6789
H 1.0241 -5.9253 2.3972
H 3.6379 -5.1508 0.9580
H 3.2533 -4.8360 2.6420
Cl 0.7248 5.4763 -0.1878
Ge 1.6272 3.4051 0.4326
Cl 2.9959 4.0712 2.0844
Cl 3.2049 3.3940 -1.2624
C 4.4274 -3.9322 -5.0318
C 3.1034 -3.4850 -4.4755
C 2.1467 -2.8886 -5.2893
C 0.9382 -2.4504 -4.7610
C 0.6818 -2.6350 -3.4139
C 1.6204 -3.2235 -2.5774
C 2.8219 -3.6450 -3.1166
S -0.8114 -1.9657 -2.7104
C -1.8259 -3.4408 -2.7321
O -0.5299 -1.7353 -1.2657
H 4.5023 -3.7248 -6.0988
H 4.5704 -5.0044 -4.8870
H 5.2522 -3.4223 -4.5298
H 2.3555 -2.7469 -6.3439
H 0.2089 -1.9551 -5.3941
H 1.4186 -3.2894 -1.5140
H 3.5722 -4.0919 -2.4724
H -1.3303 -4.2028 -2.1295
H -1.9595 -3.7783 -3.7609
H -2.7840 -3.1716 -2.2876
Br -2.2983 -6.2953 2.8500
C -0.9243 -5.2761 3.6527
C -0.1122 -5.9150 4.5848
C 0.9232 -5.2251 5.1915
C 1.1454 -3.8910 4.8700
C 0.3327 -3.2592 3.9443
C -0.7109 -3.9431 3.3205
I -1.8542 -2.8965 1.9284
H -0.3008 -6.9522 4.8269
H 1.5486 -5.7278 5.9188
H 1.9438 -3.3342 5.3459
H 0.5072 -2.2217 3.6944
*
```

As for the LUMO energy (spin up / spin down): -0.392 / -1.492 eV. The expectation value of S² is 0.775. Its HOMO energy (spin up / spin down) is -7.19 / -7.44 eV.

A 6-piece molecular cluster, C42H66BF15N3O15S overall, computed with ωB97M-V with the def2-TZVPD basis set.

The geometry in ORCA input format:
```
! RIJCOSX wB97M-V def2-TZVPD def2/J DEFGRID3
* xyz 1 1
C 0.0082 -1.0821 3.9812
C -1.3098 -0.6708 3.3077
C -1.3825 0.7339 2.6839
S -0.6588 1.9636 3.8871
N -2.7759 1.0952 2.4860
C -3.4003 1.4558 1.2123
B -3.8218 3.0243 1.1796
O -4.4540 3.5357 0.0776
O -3.5040 3.8005 2.2761
C -2.5967 0.9599 0.0272
O -3.1140 1.4279 -1.1555
C -2.7048 0.7106 -2.3348
C -3.5292 -0.5501 -2.5432
N -3.1693 -1.6380 -1.6318
C -1.7951 -2.1016 -1.7764
C -1.4993 -3.3975 -1.0173
C -2.2487 -3.5556 0.3172
O -1.7752 -4.4724 -1.9145
N -1.1819 1.4585 0.2454
C -0.5380 0.7193 1.3825
C 0.9059 1.2091 1.4840
O 1.6153 0.4971 0.4757
C 2.9091 0.9441 0.2272
C 3.6455 1.5397 1.2436
C 4.9350 2.0159 1.0114
C 5.7036 2.7033 2.1078
C 5.4703 1.8567 -0.2609
C 4.7302 1.2485 -1.2650
C 3.4393 0.7755 -1.0618
C 2.6995 0.1543 -2.2279
C 1.6071 1.1096 -2.7272
C 2.1458 -1.2454 -1.9447
H -0.0946 -1.0869 5.0646
H 0.8503 -0.4356 3.7463
H 0.2944 -2.0921 3.6817
H -1.5560 -1.3950 2.5240
H -2.1186 -0.7406 4.0407
H -1.7402 2.7470 3.8757
H -3.3685 0.5006 3.0411
H -4.3665 0.9427 1.1335
H -5.2562 4.0362 0.2612
H -4.2701 4.1478 2.7461
H -2.5216 -0.1324 0.0246
H -2.8647 1.3928 -3.1693
H -1.6280 0.5030 -2.3214
H -3.4405 -0.8538 -3.5959
H -4.5691 -0.2779 -2.3474
H -3.7933 -2.4212 -1.7829
H -1.1009 -1.3376 -1.4054
H -1.5538 -2.2912 -2.8309
H -0.4252 -3.3915 -0.7966
H -2.8833 -2.7006 0.5483
H -2.8580 -4.4594 0.2805
H -1.5426 -3.6872 1.1421
H -1.2843 -5.2479 -1.6271
H -0.6016 1.2454 -0.5725
H -1.1570 2.4740 0.3719
H -0.4859 -0.3098 1.0150
H 1.3205 1.0179 2.4688
H 0.9743 2.2793 1.2584
H 3.2236 1.6586 2.2345
H 5.3358 3.7261 2.2349
H 6.7604 2.7767 1.8517
H 5.5871 2.1957 3.0651
H 6.4685 2.2248 -0.4692
H 5.1666 1.1483 -2.2528
H 3.4276 0.0367 -3.0359
H 0.9188 1.3270 -1.9040
H 2.0424 2.0681 -3.0180
H 1.0575 0.6882 -3.5706
H 1.4745 -1.5426 -2.7567
H 2.9437 -1.9904 -1.9154
H 1.5796 -1.2889 -1.0158
C 2.4139 -5.3856 8.0001
C 2.3869 -4.8710 6.5798
O 2.2330 -3.4288 6.5426
C 3.3240 -2.7152 6.7564
O 4.4307 -3.1054 6.9676
C 2.9758 -1.2154 6.6258
F 1.8615 -0.9089 7.2962
F 2.7607 -0.9338 5.3260
F 3.9628 -0.4535 7.0647
H 1.5195 -5.0696 8.5371
H 2.4530 -6.4742 7.9944
H 3.2849 -5.0127 8.5370
H 1.5214 -5.2440 6.0424
H 3.2851 -5.1484 6.0297
C 0.0304 -7.7362 0.9823
C 0.9120 -8.8469 1.5086
O 1.2884 -8.6132 2.8849
C 0.3803 -8.9304 3.7937
O -0.7089 -9.3799 3.6099
C 0.9491 -8.6673 5.2067
F 1.5333 -7.4590 5.2710
F 1.8659 -9.5883 5.5087
F -0.0170 -8.7078 6.1121
H 0.5271 -6.7716 1.1002
H -0.1738 -7.9029 -0.0755
H -0.9192 -7.7031 1.5147
H 1.8567 -8.8902 0.9726
H 0.4255 -9.8180 1.4327
C -3.8538 7.0003 1.4440
C -3.3943 7.9891 0.3962
O -4.4969 8.7686 -0.1105
C -4.8871 9.7797 0.6538
O -4.4257 10.1109 1.7026
C -6.0492 10.5322 -0.0345
F -6.9667 9.6759 -0.4949
F -5.5756 11.2375 -1.0673
F -6.6307 11.3604 0.8194
H -4.6448 6.3682 1.0377
H -3.0241 6.3684 1.7557
H -4.2436 7.5182 2.3200
H -2.9958 7.4800 -0.4784
H -2.6278 8.6583 0.7848
C -3.4061 -2.8828 -9.3869
C -4.7777 -2.6458 -8.7993
O -4.9367 -3.3401 -7.5359
C -4.4127 -2.7612 -6.4782
O -3.8245 -1.7208 -6.4181
C -4.6988 -3.6131 -5.2202
F -4.4329 -4.9002 -5.4162
F -5.9827 -3.4885 -4.8666
F -3.9453 -3.1704 -4.2102
H -3.2177 -3.9504 -9.4971
H -3.3438 -2.4147 -10.3685
H -2.6278 -2.4591 -8.7536
H -5.5576 -3.0599 -9.4326
H -4.9800 -1.5867 -8.6470
C 5.6241 5.6266 -5.8355
C 6.6581 4.6484 -5.3278
O 7.0979 4.9933 -3.9925
C 6.3089 4.6317 -3.0012
O 5.2732 4.0371 -3.0665
C 6.9476 5.0588 -1.6582
F 7.3841 6.3158 -1.7093
F 7.9879 4.2579 -1.3842
F 6.0693 4.9528 -0.6667
H 6.0118 6.6443 -5.7975
H 5.3705 5.3885 -6.8679
H 4.7145 5.5830 -5.2378
H 7.5641 4.6838 -5.9271
H 6.2847 3.6251 -5.3239
*
```

As for the LUMO energy: -2.243 eV. Its HOMO energy is -10.65 eV.